(1)
Entry from the OMol25 dataset: 2 unconnected molecules or ions with the total composition C6H8NO4 at a distorted geometry (the ωB97M-V functional and the def2-TZVPD basis).

Last column: Löwdin charge in e.
Element x y z (Å)
C -4.093 -0.150 -0.155  -0.591
C 0.625 0.718 -1.242  -0.052
C -0.164 0.715 0.007  -0.170
C 1.166 0.088 0.037  -0.488
C 1.253 -1.424 0.101  -0.048
C 2.306 0.781 0.755  -0.059
N -1.371 0.288 0.305  -0.341
O -4.686 0.727 0.344  0.110
O -2.348 0.584 -0.507  -0.061
O -4.041 -1.235 -0.595  0.106
O -1.621 -0.250 1.406  -0.034
H 0.331 0.062 -2.055  0.099
H 1.058 1.650 -1.585  0.085
H 0.452 -1.873 -0.480  0.082
H 1.143 -1.759 1.131  0.076
H 2.211 -1.777 -0.285  0.069
H 3.264 0.501 0.312  0.069
H 2.317 0.492 1.807  0.074
H 2.197 1.863 0.698  0.073

Output
Total charge: -1
LUMO level, eV: 3.54
Highest occupied orbital energy, eV: -3.9
2S+1: 1
F_max, Eh/bohr: 0.0222

***

(2)
Entry from the OMol25 dataset: C6H8NO4P in the gas phase (the ωB97M-V functional and the def2-TZVPD basis).

Last column: Löwdin charge in e.
Element x y z (Å)
N -1.113 2.754 -0.979  0.003
C -1.242 1.358 -1.370  -0.275
C -0.077 0.417 -1.015  -0.125
C -0.061 -0.166 0.358  -0.094
C 0.604 -1.227 0.818  -0.187
P 1.759 -2.273 -0.075  0.723
O 3.144 -1.766 -0.132  -0.402
C 0.328 -1.374 2.273  -0.440
O 0.691 -2.206 3.029  0.183
O -0.466 -0.313 2.662  0.155
C -0.790 0.428 1.544  -0.358
O -1.481 1.395 1.609  0.184
H -0.753 2.855 -0.037  0.053
H -0.474 3.235 -1.601  0.067
H -1.351 1.327 -2.455  0.112
H -2.174 0.969 -0.950  0.112
H -0.083 -0.419 -1.723  0.109
H 0.877 0.936 -1.165  0.140
H 1.100 -2.403 -1.309  0.015
H 1.562 -3.527 0.519  0.026

Output
LUMO level, eV: -1.53
Highest occupied orbital energy, eV: -9.8
SMILES: NCCC1=C([PH2]=O)C(=O)OC1=O
2S+1: 1
F_max, Eh/bohr: 0.0091

***

(3)
Entry from the OMol25 dataset: C6H8NOPS in the gas phase at a distorted geometry (the ωB97M-V functional and the def2-TZVPD basis).

Last column: Löwdin charge in e.
Element x y z (Å)
C -0.459 -3.291 -1.415  0.154
C -0.740 -2.366 -0.690  -0.109
C -0.829 -1.169 0.037  -0.423
C 0.050 -0.869 1.009  -0.245
P -0.181 0.708 1.890  0.689
N 0.971 1.752 1.145  -0.265
C 1.228 1.778 -0.284  -0.332
O 2.599 1.499 -0.522  -0.055
S -2.046 1.109 0.858  0.575
C -2.126 -0.427 -0.083  -0.525
H -0.101 -4.128 -1.949  0.026
H 0.815 -1.546 1.154  0.059
H 1.369 2.290 1.857  0.030
H 0.595 1.132 -0.770  0.071
H 0.897 2.673 -0.728  0.103
H 3.120 2.326 -0.685  0.107
H -2.328 -0.375 -1.122  0.072
H -2.834 -1.096 0.299  0.065

Output
LUMO level, eV: 0.43
Highest occupied orbital energy, eV: -8.5
SMILES: C#CC1=CP(NCO)SC1
2S+1: 1
F_max, Eh/bohr: 0.0683

***

(4)
Entry from the OMol25 dataset: a molecular structure, C6H8O2 at a distorted geometry (the ωB97M-V functional and the def2-TZVPD basis).

Last column: Löwdin charge in e.
Element x y z (Å)
C -0.657 2.208 0.188  0.048
C -0.202 0.943 -0.076  -0.243
C -0.836 -0.336 -0.533  -0.194
C -1.304 -1.294 0.537  -0.147
C 1.345 0.555 0.157  -0.194
C 1.983 -0.825 0.445  -0.154
H -1.725 2.169 -0.109  0.068
H 0.205 2.879 0.965  0.169
H -0.376 -0.807 -1.316  0.104
H -1.110 -1.029 1.638  0.130
H -0.895 -2.389 0.478  0.133
H 1.909 1.507 0.530  0.147
H 1.611 -1.830 0.897  0.131
H 2.926 -0.634 1.082  0.118
O -2.349 -0.545 -0.196  -0.054
O 1.784 -0.376 -0.864  -0.061

Output
LUMO level, eV: 0.83
Highest occupied orbital energy, eV: -9.5
2S+1: 1
F_max, Eh/bohr: 0.1067

***

(5)
Entry from the OMol25 dataset: C6H8O2 in the gas phase at a distorted geometry (the ωB97M-V functional and the def2-TZVPD basis).

Last column: Löwdin charge in e.
Element x y z (Å)
C 0.016 2.351 -0.459  0.014
C -0.308 1.096 -0.338  -0.040
C -0.837 -0.061 -0.012  -0.339
C -2.303 -0.346 0.004  -0.017
O -0.036 -0.943 0.689  0.021
C 1.262 -1.136 0.182  -0.421
C 2.281 -0.313 0.464  0.085
O 1.552 -2.384 -0.318  0.069
H -0.733 3.131 -0.374  0.060
H 1.044 2.645 -0.640  0.055
H -2.498 -1.401 0.216  0.080
H -2.802 0.261 0.766  0.088
H -2.755 -0.115 -0.966  0.091
H 2.119 0.653 0.922  0.063
H 3.296 -0.586 0.201  0.071
H 0.700 -2.851 -0.336  0.119

Output
LUMO level (alpha / beta), eV: 0.19 / 0.20
Highest occupied orbital energy (alpha / beta), eV: -7.8 / -7.8
SMILES: C=C=C(C)OC(=C)O
2S+1: 1
F_max, Eh/bohr: 0.0450

***

(6)
Entry from the OMol25 dataset: a molecular structure, C6H8O2 at a distorted geometry (the ωB97M-V functional and the def2-TZVPD basis).

Last column: Löwdin charge in e.
Element x y z (Å)
C 1.495 0.195 0.357  -0.143
C 0.588 -0.062 -1.988  -0.204
C -0.646 -0.513 -1.654  -0.118
C -1.011 -0.741 0.752  -0.256
C -0.689 0.643 1.373  -0.061
C 0.566 1.122 1.098  -0.083
H 2.428 0.341 0.664  0.062
H 1.290 -0.831 0.971  0.157
H 0.618 0.059 -3.090  0.120
H -1.547 -0.301 -2.651  0.192
H -1.909 -1.141 1.267  0.109
H -0.247 -1.642 0.763  0.147
H -1.593 1.023 2.212  0.182
H 0.702 2.114 1.605  0.112
O 1.528 0.281 -1.128  -0.059
O -1.572 -0.545 -0.551  -0.159

Output
LUMO level, eV: 0.88
Highest occupied orbital energy, eV: -8.2
2S+1: 1
F_max, Eh/bohr: 0.1271

***

Calculated ΔE to the lowest compared entry with this formula, charge and spin in order - 3.434; 0.000; 3.177; 6.984; 4.651; 6.379 eV